DFT (ωB97M-V with the def2-TZVPD basis set) results for the molecule C20H21N3O5.

Last columns: bonded neighbours and bond lengths (Å).
Positions of all 49 atoms, in Å:
1 O 0.555 -3.041 1.582  C2 1.217
2 C 0.046 -2.932 0.483  O1 1.217, N3 1.354, C20 1.494
3 N 0.739 -3.113 -0.666  C2 1.354, C4 1.446, H29 1.008
4 C 2.168 -3.333 -0.713  N3 1.446, C5 1.535, H30 1.090, H31 1.094
5 C 2.851 -2.130 -1.379  C4 1.535, O6 1.219, N7 1.347
6 O 3.205 -2.202 -2.543  C5 1.219
7 N 3.005 -1.011 -0.646  C5 1.347, C8 1.444, C19 1.450
8 C 2.531 -0.755 0.694  N7 1.444, C9 1.532, H32 1.087, H33 1.095
9 C 1.328 0.191 0.636  C8 1.532, N10 1.446, H34 1.089, H35 1.100
10 N 1.729 1.419 -0.012  C9 1.446, C11 1.401, C18 1.450
11 C 0.985 2.586 0.207  N10 1.401, C12 1.395, C16 1.407
12 C 1.625 3.812 0.022  C11 1.395, C13 1.381, H36 1.079
13 C 0.988 5.013 0.263  C12 1.381, C14 1.383, H37 1.079
14 C -0.316 5.020 0.721  C13 1.383, C15 1.383, H38 1.079
15 C -0.972 3.818 0.912  C14 1.383, C16 1.388, H39 1.083
16 C -0.351 2.606 0.646  C11 1.407, C15 1.388, O17 1.370
17 O -1.045 1.433 0.789  C16 1.370, H40 0.966
18 C 2.220 1.177 -1.355  N10 1.450, C19 1.531, H41 1.090, H42 1.104
19 C 3.412 0.217 -1.302  N7 1.450, C18 1.531, H43 1.091, H44 1.094
20 C -1.375 -2.522 0.276  C2 1.494, C21 1.389, C25 1.400
21 C -2.171 -3.073 -0.720  C20 1.389, C22 1.392, H45 1.080
22 C -3.477 -2.639 -0.930  C21 1.392, C23 1.375, H46 1.077
23 C -3.936 -1.621 -0.127  C22 1.375, C24 1.397, O28 1.366
24 C -3.138 -1.067 0.876  C23 1.397, C25 1.370, O26 1.373
25 C -1.866 -1.515 1.116  C20 1.400, C24 1.370, H47 1.076
26 O -3.829 -0.057 1.497  C24 1.373, C27 1.412
27 C -5.104 -0.033 0.889  O26 1.412, O28 1.411, H48 1.102, H49 1.101
28 O -5.149 -0.993 -0.144  C23 1.366, C27 1.411
29 H 0.285 -2.948 -1.550  N3 1.008
30 H 2.518 -3.516 0.304  C4 1.090
31 H 2.385 -4.207 -1.334  C4 1.094
32 H 2.248 -1.668 1.212  C8 1.087
33 H 3.341 -0.270 1.249  C8 1.095
34 H 1.001 0.414 1.650  C9 1.089
35 H 0.506 -0.308 0.101  C9 1.100
36 H 2.653 3.807 -0.307  C12 1.079
37 H 1.516 5.942 0.107  C13 1.079
38 H -0.825 5.949 0.926  C14 1.079
39 H -1.999 3.809 1.258  C15 1.083
40 H -1.917 1.611 1.165  O17 0.966
41 H 2.522 2.119 -1.811  C18 1.090
42 H 1.434 0.723 -1.983  C18 1.104
43 H 3.754 -0.029 -2.308  C19 1.091
44 H 4.229 0.668 -0.732  C19 1.094
45 H -1.788 -3.875 -1.333  C21 1.080
46 H -4.103 -3.072 -1.692  C22 1.077
47 H -1.249 -1.107 1.898  C25 1.076
48 H -5.877 -0.263 1.640  C27 1.102
49 H -5.294 0.968 0.470  C27 1.101

The energy above the lowest of the compared OMol25 structures with the same formula, charge and spin comes out at 1.394 eV. As for the total charge: 0. The SMILES is O=C(NCC(=O)N1CCN(c2ccccc2O)CC1)c1ccc2c(c1)OCO2. The value obtained for the HOMO-LUMO gap is 8.41 eV. The multiplicity is 1.